Entry 1:
{"formula": "C4H7NS", "method": "wB97M-V/def2-TZVPD", "total_energy_ev": -16585.8023, "spin_multiplicity": 1, "fmax_ev_per_a": 3.8, "orbital_gap_ev": 8.92, "de_lowest_kcal_mol": 26.0, "species": ["C", "C", "C", "N", "C", "S", "H", "H", "H", "H", "H", "H", "H"], "coordinates": [[1.8121, -0.2746, -0.1920], [0.5577, -0.0533, -0.0076], [0.1492, 1.3962, 0.1000], [-0.4608, -1.0418, 0.1522], [-1.8172, -0.9549, 0.0215], [-2.7621, 0.3453, -0.1169], [2.5283, 0.5178, -0.2901], [2.1979, -1.2785, -0.3022], [-0.1443, 1.5972, 1.1628], [1.0443, 2.0189, -0.1175], [-0.7278, 1.6396, -0.5355], [-0.1004, -1.9791, 0.0426], [-2.2768, -1.9327, 0.0828]]}

---

Entry 2:
{"formula": "C4H7NS2", "method": "wB97M-V/def2-TZVPD", "total_energy_ev": -27421.3779, "spin_multiplicity": 1, "fmax_ev_per_a": 1.2, "orbital_gap_ev": 8.56, "de_lowest_kcal_mol": 10.8, "species": ["N", "C", "C", "C", "S", "C", "S", "H", "H", "H", "H", "H", "H", "H"], "coordinates": [[-0.9961, -0.7497, -1.1688], [-0.7761, -0.8170, 0.2533], [0.2711, 0.2057, 0.7150], [0.0791, 1.6573, 0.2213], [1.7434, 1.6563, -0.5972], [1.6243, 0.0085, 0.0611], [2.6131, -1.2782, -0.1272], [-0.1643, -1.1485, -1.6190], [-1.7915, -1.3185, -1.4683], [-0.4766, -1.8039, 0.6031], [-1.7142, -0.5931, 0.7813], [0.4280, 0.1668, 1.7966], [-0.1098, 2.3506, 1.0473], [-0.7303, 1.6638, -0.4986]]}

---

Entry 3:
{"formula": "C4H7NS2", "method": "wB97M-V/def2-TZVPD", "total_energy_ev": -27420.0020, "spin_multiplicity": 1, "fmax_ev_per_a": 4.0, "orbital_gap_ev": 8.98, "de_lowest_kcal_mol": 42.5, "species": ["C", "S", "C", "C", "N", "S", "C", "H", "H", "H", "H", "H", "H", "H"], "coordinates": [[-0.7661, -0.7633, 2.4993], [-1.2976, 0.1351, 1.0243], [0.6423, 0.5463, 0.1111], [1.2040, -0.7165, -0.1790], [1.5583, -1.7396, -0.5565], [0.6518, 1.7467, -1.1789], [-0.0885, 0.8193, -2.5758], [-1.7839, -1.2284, 2.7255], [-0.2152, -0.1986, 3.3468], [-0.1115, -1.5533, 2.1287], [1.0321, 1.0941, 0.9030], [-0.9350, 0.1682, -2.0665], [0.5879, 0.0908, -2.8585], [-0.4786, 1.5991, -3.3234]]}